C27H29BClF4N2O5Sr as an isolated structure. Source: the OMol25 dataset; level of theory: ωB97M-V with the def2-TZVPD basis set.

Results
Electronic energy (a.u.): -2447.808547
Net charge: -1
Energy above the lowest of the compared OMol25 structures with the same formula, charge and spin (kcal/mol): 5.2
Strongest force on any atom (hartree/bohr): 0.0037
Gap between HOMO and LUMO (eV): 8.899

CARTESIAN COORDINATES (ANGSTROEM)
Sr (-0.30, 0.24, -0.12)
C (4.22, -2.37, 3.60)
C (3.71, -0.95, 3.43)
N (4.79, -0.01, 3.10)
C (5.59, 0.49, 4.22)
C (5.26, 1.95, 4.53)
C (5.26, 0.23, 1.85)
O (6.31, 0.82, 1.65)
C (4.43, -0.23, 0.69)
C (5.03, -0.96, -0.33)
C (4.26, -1.33, -1.42)
C (2.93, -0.93, -1.46)
N (2.36, -0.20, -0.51)
C (3.11, 0.14, 0.54)
H (3.39, -3.03, 3.88)
H (4.99, -2.43, 4.38)
H (4.64, -2.74, 2.67)
H (3.23, -0.59, 4.34)
H (2.95, -0.94, 2.66)
H (6.64, 0.40, 3.96)
H (5.39, -0.14, 5.08)
H (5.48, 2.57, 3.67)
H (5.85, 2.30, 5.38)
H (4.20, 2.06, 4.78)
H (6.07, -1.23, -0.25)
H (4.67, -1.92, -2.22)
H (2.30, -1.23, -2.29)
H (2.61, 0.75, 1.29)
C (1.98, 8.45, 1.37)
C (1.65, 7.01, 1.10)
C (0.40, 6.63, 0.63)
C (0.10, 5.30, 0.36)
C (-1.27, 4.93, -0.16)
C (1.07, 4.33, 0.58)
C (2.33, 4.68, 1.06)
C (3.38, 3.63, 1.31)
C (2.61, 6.02, 1.31)
C (0.73, 2.88, 0.31)
O (0.44, 2.54, -0.87)
O (0.74, 2.08, 1.28)
H (1.08, 9.07, 1.34)
H (2.67, 8.84, 0.62)
H (2.45, 8.58, 2.34)
H (-0.36, 7.39, 0.48)
H (-1.94, 5.79, -0.12)
H (-1.71, 4.12, 0.43)
H (-1.21, 4.57, -1.19)
H (3.12, 3.01, 2.17)
H (4.35, 4.09, 1.51)
H (3.49, 2.97, 0.46)
H (3.59, 6.29, 1.67)
Cl (-9.11, 1.23, -0.81)
C (-7.38, 1.01, -0.68)
C (-6.63, 0.81, -1.82)
C (-5.26, 0.64, -1.71)
C (-4.65, 0.67, -0.46)
C (-5.42, 0.87, 0.68)
C (-6.79, 1.05, 0.58)
C (-3.16, 0.48, -0.34)
O (-2.49, 0.32, -1.40)
O (-2.66, 0.51, 0.81)
H (-7.12, 0.79, -2.79)
H (-4.64, 0.48, -2.58)
H (-4.93, 0.89, 1.64)
H (-7.40, 1.21, 1.45)
F (1.23, -2.25, 1.70)
B (0.79, -3.05, 0.62)
F (1.87, -3.39, -0.19)
F (0.09, -4.16, 1.06)
F (-0.11, -2.20, -0.14)

***

C27H29BrGaN3Sb2Se as an isolated structure. Source: the OMol25 dataset; level of theory: ωB97M-V with the def2-TZVPD basis set.

Results
Electronic energy (a.u.): -8590.727307
Net charge: +2
Energy above the lowest of the compared OMol25 structures with the same formula, charge and spin (kcal/mol): 0.0
Strongest force on any atom (hartree/bohr): 0.0177
Gap between HOMO and LUMO (eV): 6.332

CARTESIAN COORDINATES (ANGSTROEM)
Ga (0.58, -0.11, 0.64)
Br (0.71, -0.07, 3.36)
C (-0.33, -1.68, 3.39)
C (-0.63, -2.17, 4.62)
C (-1.39, -3.36, 4.70)
C (-1.79, -3.99, 3.56)
C (-1.47, -3.46, 2.28)
C (-1.90, -4.13, 1.11)
C (-1.59, -3.64, -0.12)
C (-0.84, -2.45, -0.24)
C (-0.40, -1.76, 0.87)
C (-0.71, -2.27, 2.16)
H (-0.31, -1.67, 5.52)
H (-1.64, -3.76, 5.67)
H (-2.37, -4.90, 3.62)
H (-2.47, -5.04, 1.21)
H (-1.92, -4.16, -1.02)
H (-0.63, -2.08, -1.24)
C (0.66, -1.06, -3.68)
Sb (1.08, 0.28, -2.10)
C (3.13, 0.66, -2.50)
C (0.18, 2.09, -2.79)
C (-1.32, 1.99, -2.81)
C (-1.94, 1.30, -3.85)
C (-3.32, 1.16, -3.91)
C (-4.10, 1.71, -2.91)
C (-3.50, 2.41, -1.88)
C (-2.12, 2.56, -1.81)
C (-1.53, 3.34, -0.67)
Sb (-0.91, 2.06, 0.92)
C (-0.49, 3.35, 2.53)
C (-2.75, 1.18, 1.48)
H (0.99, -0.59, -4.60)
H (-0.40, -1.29, -3.73)
H (1.23, -1.97, -3.51)
H (3.22, 0.94, -3.54)
H (3.71, -0.24, -2.31)
H (3.50, 1.47, -1.87)
H (0.59, 2.26, -3.79)
H (0.56, 2.89, -2.15)
H (-1.33, 0.90, -4.66)
H (-3.77, 0.64, -4.74)
H (-5.18, 1.62, -2.94)
H (-4.12, 2.87, -1.11)
H (-2.29, 3.97, -0.19)
H (-0.69, 3.98, -0.95)
H (-1.37, 3.97, 2.68)
H (0.37, 3.98, 2.31)
H (-0.30, 2.75, 3.42)
H (-3.46, 1.96, 1.77)
H (-2.58, 0.51, 2.32)
H (-3.15, 0.62, 0.64)
Se (4.30, 2.93, 1.10)
N (5.50, 1.63, 1.13)
C (4.83, 0.50, 1.01)
C (5.40, -0.81, 0.96)
C (4.56, -1.86, 0.82)
C (3.16, -1.65, 0.73)
N (2.59, -0.48, 0.77)
C (3.40, 0.63, 0.91)
N (2.90, 1.84, 0.96)
H (6.48, -0.93, 1.03)
H (4.93, -2.88, 0.78)
H (2.49, -2.51, 0.63)

***

C27H29ClN3O2PS6Se2Sn as an isolated structure. Source: the OMol25 dataset; level of theory: ωB97M-V with the def2-TZVPD basis set.

Results
Electronic energy (a.u.): -9569.007923
Net charge: -2
Energy above the lowest of the compared OMol25 structures with the same formula, charge and spin (kcal/mol): 18.9
Strongest force on any atom (hartree/bohr): 0.0052
Gap between HOMO and LUMO (eV): 5.743

CARTESIAN COORDINATES (ANGSTROEM)
Sn (-1.15, 2.01, 0.93)
Cl (2.58, 3.10, -1.91)
C (3.16, 1.77, -2.86)
C (4.18, 2.02, -3.77)
C (4.68, 1.00, -4.55)
C (4.16, -0.29, -4.41)
C (3.15, -0.53, -3.50)
C (2.61, 0.49, -2.71)
P (1.30, 0.15, -1.45)
C (0.17, -0.91, -2.42)
C (-0.03, -0.76, -3.79)
C (-0.99, -1.52, -4.45)
C (-1.75, -2.45, -3.76)
C (-1.57, -2.59, -2.39)
C (-0.64, -1.81, -1.72)
C (2.27, -1.09, -0.48)
C (2.31, -2.46, -0.72)
C (3.10, -3.29, 0.07)
C (3.86, -2.75, 1.10)
C (3.81, -1.39, 1.35)
C (3.02, -0.56, 0.57)
H (4.57, 3.03, -3.86)
H (5.47, 1.20, -5.26)
H (4.55, -1.10, -5.01)
H (2.76, -1.53, -3.39)
H (0.55, -0.04, -4.35)
H (-1.13, -1.38, -5.52)
H (-2.49, -3.05, -4.28)
H (-2.18, -3.29, -1.82)
H (-0.56, -1.92, -0.64)
H (1.72, -2.89, -1.52)
H (3.11, -4.35, -0.12)
H (4.46, -3.40, 1.73)
H (4.38, -0.96, 2.17)
H (2.94, 0.50, 0.80)
N (-4.30, 1.57, 1.25)
N (-4.53, 0.30, 0.67)
C (-4.68, 0.18, -0.66)
N (-4.38, -1.07, -1.13)
S (-5.30, 1.40, -1.62)
H (-3.98, 1.40, 2.19)
H (-5.16, 2.10, 1.29)
H (-3.94, -0.42, 1.11)
H (-3.60, -1.51, -0.64)
H (-4.33, -1.10, -2.13)
O (-0.46, -3.20, 4.43)
C (0.40, -2.09, 4.27)
C (-0.10, -0.94, 3.37)
C (-1.22, -0.18, 4.09)
O (-2.26, -1.01, 4.59)
C (1.14, -0.02, 3.26)
Se (1.10, 1.79, 2.45)
C (-0.49, -1.47, 1.97)
Se (-2.34, -2.16, 1.67)
H (-1.35, -2.83, 4.53)
H (1.33, -2.48, 3.83)
H (0.66, -1.66, 5.25)
H (-1.64, 0.59, 3.43)
H (-0.80, 0.34, 4.95)
H (-2.68, -1.41, 3.79)
H (1.92, -0.58, 2.74)
H (1.50, 0.16, 4.27)
H (0.18, -2.30, 1.72)
H (-0.31, -0.68, 1.24)
S (-3.26, 9.11, 0.27)
C (-2.70, 7.55, 0.48)
S (-1.64, 6.76, -0.61)
C (-1.45, 5.25, 0.26)
C (-2.14, 5.16, 1.41)
S (-2.11, 3.84, 2.55)
S (-3.09, 6.56, 1.82)
S (-0.35, 4.07, -0.43)

***

One molecule with the formula C27H29ClN4O2. Source: the OMol25 dataset; level of theory: ωB97M-V with the def2-TZVPD basis set.

Results
Electronic energy (a.u.): -1876.020921
Net charge: 0
Strongest force on any atom (hartree/bohr): 0.0100
Gap between HOMO and LUMO (eV): 8.750

CARTESIAN COORDINATES (ANGSTROEM)
O (-3.72, -0.67, 0.62)
C (-4.20, 0.11, -0.17)
C (-3.39, 1.11, -1.01)
N (-1.96, 1.06, -0.84)
C (-1.50, 1.43, 0.49)
C (0.02, 1.60, 0.45)
N (0.71, 0.40, 0.02)
C (0.75, -0.66, 1.01)
C (1.89, -1.65, 0.73)
O (1.85, -2.80, 1.09)
N (2.92, -1.05, 0.07)
C (4.15, -1.57, -0.33)
C (4.54, -2.86, 0.01)
C (5.77, -3.34, -0.40)
C (6.62, -2.55, -1.14)
C (6.23, -1.26, -1.48)
C (5.00, -0.76, -1.10)
C (4.60, 0.64, -1.49)
C (4.34, 1.55, -0.31)
C (3.34, 2.51, -0.37)
C (3.12, 3.35, 0.71)
C (3.88, 3.24, 1.85)
C (4.88, 2.28, 1.91)
C (5.11, 1.44, 0.84)
C (0.18, -0.03, -1.27)
C (-1.35, -0.19, -1.26)
N (-5.54, 0.23, -0.42)
C (-6.60, -0.48, 0.13)
C (-6.44, -1.50, 1.06)
C (-7.54, -2.17, 1.57)
C (-8.82, -1.84, 1.16)
C (-9.00, -0.82, 0.23)
C (-7.90, -0.16, -0.27)
Cl (-8.15, 1.11, -1.44)
H (-3.73, 2.12, -0.76)
H (-3.61, 0.92, -2.07)
H (-1.78, 0.69, 1.25)
H (-1.96, 2.39, 0.76)
H (0.26, 2.39, -0.27)
H (0.40, 1.89, 1.43)
H (-0.17, -1.24, 1.09)
H (0.96, -0.22, 1.98)
H (2.74, -0.07, -0.15)
H (3.87, -3.47, 0.59)
H (6.06, -4.34, -0.12)
H (7.59, -2.92, -1.45)
H (6.90, -0.64, -2.06)
H (3.71, 0.61, -2.13)
H (5.40, 1.08, -2.10)
H (2.74, 2.61, -1.26)
H (2.34, 4.10, 0.65)
H (3.70, 3.89, 2.69)
H (5.48, 2.19, 2.81)
H (5.89, 0.70, 0.89)
H (0.45, 0.74, -2.00)
H (0.65, -0.97, -1.55)
H (-1.64, -1.03, -0.61)
H (-1.69, -0.41, -2.28)
H (-5.83, 0.93, -1.10)
H (-5.45, -1.76, 1.38)
H (-7.40, -2.96, 2.29)
H (-9.68, -2.36, 1.56)
H (-9.99, -0.55, -0.10)

***

E_HOMO readings, ordered: -6.4, -13.5, -2.0, -8.2 eV